Below is a cluster of 14 separate species, C4H37N3O14 in total, with properties calculated with ωB97M-V/def2-TZVPD.

**E_LUMO (alpha / beta)**: -0.1152 / -0.3043 hartree
**HOMO energy (alpha / beta)**: -12.95 / -12.95 eV
**Frontier orbital gap (alpha / beta)**: 9.82 / 4.67 eV
**Spin multiplicity**: 2
**Total charge**: +1

Positions of all 58 atoms, in Å:
O (1.40, 0.36, -1.08)
C (0.66, 0.78, -0.20)
N (-0.31, -0.03, 0.31)
C (-1.11, 0.10, 1.53)
N (-1.72, -1.20, 1.68)
C (0.83, 2.29, 0.18)
C (2.27, 2.65, -0.16)
N (0.55, 2.32, 1.62)
H (-0.64, -0.66, -0.48)
H (-0.36, 0.33, 2.34)
H (-1.89, 0.88, 1.45)
H (-2.61, -1.26, 1.16)
H (-1.86, -1.62, 2.59)
H (0.01, 2.81, -0.34)
H (2.55, 2.62, -1.31)
H (2.68, 3.55, 0.27)
H (2.88, 1.92, 0.37)
H (0.12, 3.21, 1.84)
H (1.39, 2.16, 2.21)
H (-2.27, -3.83, -1.94)
H (-0.90, -3.11, -1.97)
O (-1.84, -3.03, -2.23)
H (2.65, -2.68, 0.41)
H (2.82, -4.03, 1.20)
O (2.36, -3.17, 1.18)
H (-4.20, -0.83, -1.10)
H (-3.34, -2.10, -1.18)
O (-3.31, -1.19, -0.84)
H (1.41, 0.88, -2.77)
H (2.36, 1.46, -3.99)
O (1.75, 1.64, -3.27)
H (1.02, -0.85, 2.43)
H (1.97, -2.16, 2.68)
O (1.76, -1.24, 2.88)
H (2.47, -0.95, -1.16)
H (2.86, -2.24, -1.93)
O (2.99, -1.77, -1.11)
H (-0.97, -2.93, 0.58)
H (0.32, -3.03, 1.31)
O (-0.31, -3.60, 0.86)
H (0.90, -3.71, -0.72)
H (0.29, -4.75, -1.68)
O (0.66, -3.85, -1.66)
H (-3.16, 2.61, -0.03)
H (-1.75, 2.00, -0.34)
O (-2.29, 2.41, 0.36)
H (-2.81, 3.93, 1.82)
H (-2.41, 2.80, 2.73)
O (-2.89, 3.62, 2.72)
H (-3.17, 1.30, -2.86)
H (-2.38, 0.06, -2.34)
O (-2.46, 1.03, -2.27)
H (0.16, 2.22, -3.50)
H (-1.17, 1.86, -2.98)
O (-0.72, 2.61, -3.38)
H (2.59, 0.54, 2.99)
H (3.40, 1.41, 3.93)
O (2.79, 1.47, 3.21)

Löwdin population analysis, charges in e, atoms 1 to 2:
1 O 0.0191
2 C -0.3625



Below is a cluster of 16 separate species, C4H39BClO18S in total, with properties calculated with ωB97M-V/def2-TZVPD.

**E_LUMO**: -0.2129 hartree
**HOMO energy**: -12.06 eV
**Frontier orbital gap**: 6.27 eV
**Spin multiplicity**: 1
**Total charge**: +1

Positions of all 64 atoms, in Å:
C (4.44, -0.83, -0.49)
C (2.81, -0.70, -0.54)
O (2.32, 0.36, -1.47)
B (0.84, 0.36, -1.21)
O (0.31, 1.35, -0.20)
S (-0.32, -0.86, -2.06)
C (-1.55, -1.53, -0.76)
C (-2.80, -0.44, -0.62)
O (-3.25, 0.07, -1.80)
Cl (-3.56, 0.03, 1.04)
H (4.99, 0.20, -0.60)
H (4.71, -1.27, 0.59)
H (4.85, -1.56, -1.34)
H (2.32, -1.70, -0.92)
H (2.35, -0.41, 0.53)
H (-0.28, 1.99, -0.72)
H (0.38, -2.01, -2.51)
H (-1.01, -1.74, 0.27)
H (-2.05, -2.53, -1.16)
O (3.88, 3.28, -1.91)
H (3.56, 2.39, -1.71)
H (4.69, 3.13, -2.41)
O (0.41, -3.33, 0.97)
H (0.14, -3.88, 1.72)
H (-0.13, -3.66, 0.24)
O (1.25, -4.53, -1.11)
H (1.94, -4.87, -1.70)
H (1.73, -4.13, -0.38)
O (-6.92, 1.35, 1.04)
H (-7.24, 0.46, 1.24)
H (-6.11, 1.20, 0.54)
O (-1.29, 3.01, 2.14)
H (-1.30, 3.84, 1.65)
H (-0.84, 2.39, 1.55)
O (4.83, 5.34, 0.62)
H (4.55, 4.80, 1.37)
H (4.29, 5.02, -0.11)
O (1.11, -6.92, 0.42)
H (1.10, -6.09, -0.07)
H (1.56, -7.54, -0.17)
O (-3.64, 4.27, 3.89)
H (-2.94, 3.93, 3.30)
H (-3.15, 4.67, 4.62)
O (-0.50, -8.81, 2.14)
H (-1.32, -8.62, 1.67)
H (0.18, -8.38, 1.60)
O (-5.90, -0.60, -0.99)
H (-6.72, -0.41, -1.45)
H (-5.22, -0.17, -1.52)
O (-6.04, -1.21, -4.08)
H (-5.34, -1.55, -4.66)
H (-5.55, -0.81, -3.34)
O (1.57, 1.41, -4.77)
H (0.66, 1.57, -5.05)
H (1.54, 1.53, -3.81)
O (5.66, 3.92, 3.18)
H (6.36, 3.58, 2.60)
H (6.15, 4.32, 3.92)
O (-7.24, -0.67, 3.25)
H (-6.90, 0.19, 3.54)
H (-8.20, -0.60, 3.38)
O (6.73, 7.53, 1.26)
H (6.05, 6.91, 0.97)
H (7.03, 7.95, 0.43)

Löwdin population analysis, charges in e, atoms 1 to 2:
1 C -0.0624
2 C -0.2121



Below is a cluster of 15 separate species, C4H39N2O15 in total, with properties calculated with ωB97M-V/def2-TZVPD.

**E_LUMO (alpha / beta)**: -0.2507 / -0.4310 hartree
**HOMO energy (alpha / beta)**: -16.14 / -16.14 eV
**Frontier orbital gap (alpha / beta)**: 9.32 / 4.41 eV
**Spin multiplicity**: 2
**Total charge**: +2

Positions of all 60 atoms, in Å:
N (0.99, -1.79, 0.07)
C (1.45, -0.33, 0.45)
C (2.37, 0.12, -0.74)
C (0.16, 0.48, 0.54)
N (0.06, 1.50, 1.45)
C (1.06, 2.38, 2.13)
O (-0.89, 0.09, 0.07)
H (0.15, -1.93, 0.65)
H (0.66, -1.78, -0.88)
H (1.76, -2.34, 0.38)
H (1.89, -0.29, 1.43)
H (1.82, 0.41, -1.61)
H (2.90, 1.05, -0.41)
H (2.99, -0.72, -1.04)
H (-0.92, 1.82, 1.63)
H (0.60, 3.25, 2.58)
H (1.86, 2.58, 1.42)
H (1.60, 1.84, 2.96)
H (-2.76, 3.02, 2.91)
H (-2.71, 2.28, 4.34)
O (-2.27, 2.32, 3.48)
H (-2.12, -0.16, 3.37)
H (-0.80, 0.74, 3.21)
O (-1.16, -0.11, 3.46)
H (0.03, 3.61, -0.52)
H (0.02, 5.19, -0.29)
O (0.50, 4.38, -0.19)
H (-1.04, 1.34, -1.46)
H (-0.06, 2.19, -2.21)
O (-0.63, 2.21, -1.43)
H (1.72, -0.03, -4.27)
H (2.16, -0.99, -5.24)
O (2.12, -0.91, -4.28)
H (3.65, -3.48, 1.66)
H (4.92, -2.96, 0.82)
O (3.96, -2.99, 0.87)
H (-4.82, -0.26, 1.06)
H (-3.68, 0.54, 1.72)
O (-4.45, 0.01, 1.92)
H (0.36, -3.23, 4.47)
H (-0.53, -4.10, 3.62)
O (0.26, -3.55, 3.56)
H (-0.09, -3.46, -2.29)
H (1.04, -2.72, -3.11)
O (0.42, -2.63, -2.35)
H (1.77, 3.89, -2.01)
H (1.59, 4.16, -3.47)
O (1.57, 3.41, -2.83)
H (-0.86, -5.54, -1.37)
H (-1.74, -4.56, -0.65)
O (-1.03, -4.57, -1.29)
H (-2.32, -1.31, 0.79)
H (-1.46, -1.61, 1.98)
O (-1.92, -2.04, 1.25)
H (-3.96, -0.17, -1.84)
H (-2.80, 0.00, -0.86)
O (-3.73, 0.24, -1.00)
H (0.67, 2.17, -3.73)
H (-0.43, 1.85, -4.82)
O (0.07, 1.49, -4.06)

Löwdin population analysis, charges in e, atoms 1 to 2:
1 N 0.2724
2 C -0.1374



Below is a cluster of 16 separate species, C4H39NO16 in total, with properties calculated with ωB97M-V/def2-TZVPD.

**E_LUMO**: -0.0093 hartree
**HOMO energy**: -10.54 eV
**Frontier orbital gap**: 10.28 eV
**Spin multiplicity**: 1
**Energy relative to the best compared isomer or geometry (same formula, charge and spin)**: 40.0 kcal/mol
**Total charge**: 0

Positions of all 60 atoms, in Å:
C (-0.62, -1.46, -1.87)
C (-0.30, -0.02, -1.68)
C (-0.76, 0.55, -0.20)
C (-0.47, -0.56, 0.73)
N (0.85, -0.56, 1.11)
O (-1.21, -1.51, 0.97)
H (0.10, -2.08, -1.36)
H (-0.55, -1.82, -2.90)
H (-1.57, -1.73, -1.44)
H (0.75, 0.27, -1.85)
H (-0.99, 0.62, -2.28)
H (-0.20, 1.48, 0.02)
H (-1.83, 0.79, -0.23)
H (1.49, 0.13, 0.78)
H (1.31, -1.34, 1.59)
H (1.04, -2.93, 0.90)
H (0.83, -4.29, 0.90)
O (1.59, -3.70, 0.70)
H (-1.04, 2.47, -2.45)
H (-1.48, 3.54, -1.26)
O (-0.85, 3.28, -1.97)
H (-3.90, -1.07, 0.67)
H (-3.18, -1.51, -0.51)
O (-4.10, -1.28, -0.27)
H (-3.71, 0.25, -1.14)
H (-3.99, 0.75, -2.48)
O (-3.40, 0.98, -1.73)
H (-3.18, 0.70, 1.84)
H (-4.50, 0.55, 2.53)
O (-3.79, 0.02, 2.14)
H (-1.05, 2.73, 2.01)
H (-1.92, 2.02, 3.10)
O (-1.86, 2.22, 2.16)
H (2.64, -3.32, -0.51)
H (3.69, -2.28, -0.09)
O (3.34, -2.72, -0.89)
H (2.89, -1.92, 3.26)
H (3.27, -2.86, 2.10)
O (3.51, -2.02, 2.53)
H (0.74, 2.73, -1.35)
H (2.22, 2.14, -0.78)
O (1.43, 2.67, -0.67)
H (-0.95, -4.42, 2.44)
H (-1.07, -3.21, 1.40)
O (-0.94, -4.19, 1.51)
H (2.03, -0.50, -3.85)
H (3.18, 0.29, -3.11)
O (2.62, 0.25, -3.91)
H (0.54, 4.42, 1.63)
H (0.54, 3.23, 0.77)
O (0.48, 3.46, 1.73)
H (3.59, -0.40, -1.33)
H (3.87, 0.78, -0.53)
O (3.53, 0.58, -1.43)
H (-3.24, 2.46, -0.69)
H (-2.74, 2.75, 0.76)
O (-2.75, 3.11, -0.17)
H (3.09, 1.22, 1.65)
H (3.41, -0.24, 1.81)
O (3.57, 0.50, 1.20)

Löwdin population analysis, charges in e, atoms 1 to 2:
1 C -0.0825
2 C -0.1714



Below is the ion C4H3BClF9O3PS with charge -1, with properties calculated with ωB97M-V/def2-TZVPD.

**E_LUMO**: 0.1134 hartree
**HOMO energy**: -4.62 eV
**Frontier orbital gap**: 7.70 eV
**Spin multiplicity**: 1
**Total charge**: -1

Positions of all 23 atoms, in Å:
O (0.40, -2.11, -2.66)
S (-0.34, -1.51, -1.57)
O (-1.72, -1.94, -1.66)
B (0.42, -2.03, 0.07)
P (-0.88, -2.83, 1.30)
O (-2.25, -1.87, 1.34)
Cl (0.05, -2.45, 3.18)
C (-0.24, 0.34, -1.93)
F (-1.29, 0.60, -2.71)
F (0.81, 0.63, -2.66)
C (-0.38, 1.30, -0.71)
F (-0.95, 2.42, -1.19)
F (-1.23, 0.85, 0.19)
C (0.96, 1.77, -0.04)
F (1.98, 0.95, -0.24)
F (1.28, 2.97, -0.53)
C (0.83, 1.97, 1.50)
F (-0.13, 2.80, 1.81)
F (0.70, 0.85, 2.14)
F (1.98, 2.48, 1.91)
H (0.96, -1.16, 0.67)
H (1.23, -2.87, -0.20)
H (-2.17, -1.15, 1.99)

Löwdin population analysis, charges in e, atoms 1 to 2:
1 O -0.3534
2 S 0.6646



Below is a cluster of 2 separate species, C4H3Br in total, with properties calculated with ωB97M-V/def2-TZVPD.

**E_LUMO (alpha / beta)**: -0.1015 / -0.1015 hartree
**HOMO energy (alpha / beta)**: -8.97 / -8.97 eV
**Frontier orbital gap (alpha / beta)**: 6.21 / 6.21 eV
**Spin multiplicity**: 1
**Energy relative to the best compared isomer or geometry (same formula, charge and spin)**: 131.6 kcal/mol
**Total charge**: 0

Positions of all 8 atoms, in Å:
C (0.35, -1.34, 2.60)
C (0.06, -0.68, 1.65)
C (-0.37, 0.28, -1.83)
C (0.02, 1.08, -0.89)
Br (0.49, 2.77, -0.50)
H (0.55, -1.94, 3.45)
H (-0.55, 0.59, -2.86)
H (-0.55, -0.76, -1.63)

Löwdin population analysis, charges in e, atoms 1 to 2:
1 C -0.1902
2 C -0.1242



Below is an isolated molecule of C4H3Br, with properties calculated with ωB97M-V/def2-TZVPD.

**E_LUMO**: 0.0159 hartree
**HOMO energy**: -9.81 eV
**SMILES**: C#C/C=C/Br
**Frontier orbital gap**: 10.24 eV
**Spin multiplicity**: 1
**Energy relative to the best compared isomer or geometry (same formula, charge and spin)**: 21.8 kcal/mol
**Total charge**: 0

Positions of all 8 atoms, in Å:
C (1.60, 0.38, -0.61)
C (0.44, 0.54, -0.38)
C (-1.09, 0.28, 0.24)
C (-1.44, -0.91, 0.66)
Br (-3.11, -1.43, 1.60)
H (2.49, 0.55, -1.08)
H (-1.69, 1.08, -0.04)
H (-0.55, -1.64, 0.81)

Löwdin population analysis, charges in e, atoms 1 to 2:
1 C 0.0655
2 C -0.0604



Below is a structure of composition C4H3Br3, with properties calculated with ωB97M-V/def2-TZVPD.

**E_LUMO**: -0.0381 hartree
**HOMO energy**: -9.01 eV
**Frontier orbital gap**: 7.97 eV
**Spin multiplicity**: 1
**Energy relative to the best compared isomer or geometry (same formula, charge and spin)**: 29.3 kcal/mol
**Total charge**: 0

Positions of all 10 atoms, in Å:
C (-0.37, 0.49, 0.75)
C (-0.29, 1.65, 0.47)
C (-0.42, -0.86, 1.23)
C (0.49, -0.58, -2.01)
Br (2.13, -1.21, -1.71)
Br (-0.59, 3.33, -0.12)
Br (0.48, 1.12, -2.77)
H (0.39, -1.14, 1.99)
H (-0.40, -1.71, 0.32)
H (-1.42, -1.08, 1.84)

Löwdin population analysis, charges in e, atoms 1 to 2:
1 C -0.2682
2 C -0.6809



Below is a structure of composition C4H3BrN, with properties calculated with ωB97M-V/def2-TZVPD.

**E_LUMO**: -0.2935 hartree
**HOMO energy**: -15.41 eV
**Frontier orbital gap**: 7.43 eV
**Spin multiplicity**: 1
**Energy relative to the best compared isomer or geometry (same formula, charge and spin)**: 23.5 kcal/mol
**Total charge**: +1

Positions of all 9 atoms, in Å:
C (-0.23, 1.00, -0.09)
C (0.92, 0.29, -0.28)
C (-1.39, 0.07, 0.27)
C (0.74, -1.07, -0.20)
N (-1.10, -1.15, 0.23)
Br (1.71, -2.57, 0.06)
H (-0.28, 2.15, -0.05)
H (1.88, 0.63, -0.45)
H (-2.25, 0.66, 0.51)

Löwdin population analysis, charges in e, atoms 1 to 2:
1 C 0.1151
2 C -0.1279



Below is an isolated molecule of C4H3BrN2S, with properties calculated with ωB97M-V/def2-TZVPD.

**E_LUMO (alpha / beta)**: -0.0213 / -0.0496 hartree
**HOMO energy (alpha / beta)**: -7.78 / -7.87 eV
**Frontier orbital gap (alpha / beta)**: 7.20 / 6.52 eV
**Spin multiplicity**: 1
**Energy relative to the best compared isomer or geometry (same formula, charge and spin)**: 59.4 kcal/mol
**Total charge**: 0

Positions of all 11 atoms, in Å:
C (-0.11, -1.04, 0.19)
C (-1.22, -0.33, -0.08)
C (2.22, -0.67, 0.69)
C (-0.57, 2.11, -0.27)
N (1.15, -0.73, 0.11)
N (-1.37, 1.07, -0.42)
S (0.97, 2.23, 0.19)
Br (3.83, -0.70, -0.19)
H (-0.36, -2.10, 0.42)
H (-2.13, -0.89, -0.04)
H (-2.40, 1.06, -0.60)

Löwdin population analysis, charges in e, atoms 1 to 2:
1 C -0.1976
2 C -0.0953



Below is a structure of composition C4H3Cl2FeN5O3Pr, with properties calculated with ωB97M-V/def2-TZVPD.

**E_LUMO (alpha / beta)**: -0.6041 / -0.7225 hartree
**HOMO energy (alpha / beta)**: -21.16 / -25.08 eV
**Frontier orbital gap (alpha / beta)**: 4.72 / 5.42 eV
**Spin multiplicity**: 8
**Energy relative to the best compared isomer or geometry (same formula, charge and spin)**: 60.5 kcal/mol
**Total charge**: +4

Positions of all 19 atoms, in Å:
Fe (0.28, -0.71, -4.45)
Pr (0.37, 0.97, 0.27)
Cl (0.00, -0.58, -2.25)
Cl (-1.35, 2.78, 0.22)
C (2.41, 2.95, 0.63)
C (0.68, -1.87, -5.81)
C (0.25, 1.00, -5.11)
O (3.15, 3.83, 0.75)
O (1.28, -2.74, -6.31)
O (0.46, 2.14, -5.01)
N (0.05, -0.56, 4.45)
N (-0.43, -0.95, 3.21)
N (-1.72, -1.42, 3.15)
C (-2.06, -1.15, 1.90)
N (-1.14, -0.39, 1.25)
N (-0.13, -0.19, 2.16)
H (1.04, -0.35, 4.37)
H (-0.16, -1.29, 5.12)
H (-2.98, -1.45, 1.46)

Löwdin population analysis, charges in e, atoms 1 to 2:
1 Fe 0.5713
2 Pr 0.9234



Below is an isolated molecule of C4H3Cl2OP, with properties calculated with ωB97M-V/def2-TZVPD.

**E_LUMO**: 0.0130 hartree
**HOMO energy**: -8.89 eV
**SMILES**: ClP(Cl)c1ccco1
**Frontier orbital gap**: 9.25 eV
**Spin multiplicity**: 1
**Energy relative to the best compared isomer or geometry (same formula, charge and spin)**: 1.2 kcal/mol
**Total charge**: 0

Positions of all 11 atoms, in Å:
Cl (2.86, -0.18, -1.61)
P (2.60, 0.04, 0.48)
Cl (2.94, -1.85, 1.15)
C (0.41, 0.12, 0.27)
C (-0.48, 1.14, 0.40)
C (-1.64, 0.58, -0.06)
C (-1.42, -0.73, -0.37)
O (-0.15, -1.04, -0.20)
H (-0.54, 2.16, 0.80)
H (-2.49, 1.24, -0.15)
H (-2.10, -1.48, -0.71)

Löwdin population analysis, charges in e, atoms 1 to 2:
1 Cl 0.0741
2 P 0.2448



These records have energy values of -37875.5755, -65659.9167, -38456.8267, -39032.9836, -68121.8168, -74230.2848, -74235.0473, -214318.1262, -75716.9549, -88049.2670, -91235.5361, -40576.8824 eV, in the order they appear.